Entry 1:
Molecular formula: C40H49BCaN8S3Se
Method: DFT, ωB97M-V with the def2-TZVPD basis set

The geometry in XYZ format:
```
103
Properties=species:S:1:pos:R:3:forces:R:3
Ca 3.283 1.359 -0.494 0.115 -0.517 0.652
C 2.287 -0.473 5.092 -0.005 0.047 -0.033
C 1.424 -0.999 3.993 0.046 0.140 -0.044
C 0.770 -2.175 4.107 -0.069 -0.111 -0.005
C -0.027 -2.682 3.038 0.036 -0.047 0.125
N -0.176 -2.004 1.949 0.148 0.209 0.135
N 0.468 -0.809 1.837 -0.232 -0.020 -0.413
B 0.052 -0.236 0.496 -0.144 0.041 -0.117
N -1.536 -0.017 0.356 0.288 -0.421 0.247
N -2.585 -0.803 0.430 -0.018 0.188 -0.079
C -3.751 -0.227 0.193 0.097 -0.053 0.002
C -3.834 1.137 -0.180 -0.225 -0.084 -0.043
C -2.724 1.935 -0.268 0.262 0.003 0.011
C -2.706 3.381 -0.638 -0.036 0.014 -0.012
C -1.531 1.269 0.055 -0.040 0.227 -0.011
S 0.126 1.730 0.316 -0.018 -0.037 -0.049
C -4.966 -1.130 0.393 0.050 0.149 -0.040
C -4.837 -2.367 -0.499 0.009 -0.083 -0.014
C -6.269 -0.407 0.062 -0.084 -0.003 -0.005
C -4.988 -1.554 1.867 -0.043 -0.033 0.037
N 0.505 -1.030 -0.775 -0.424 0.360 0.223
N -0.413 -0.928 -1.767 0.263 -0.098 0.013
C -0.202 -1.549 -2.886 -0.033 -0.028 -0.023
C 0.928 -2.392 -3.049 -0.082 0.005 -0.143
C 1.870 -2.467 -2.082 0.097 -0.017 0.080
C 3.118 -3.268 -2.246 -0.036 0.013 0.026
C 1.689 -1.662 -0.903 0.223 -0.019 0.057
S 2.933 -1.459 0.229 -0.043 -0.174 -0.143
C -1.254 -1.328 -3.972 0.107 -0.020 0.018
C -2.548 -2.020 -3.540 -0.054 -0.013 0.043
C -0.796 -1.891 -5.318 -0.014 0.001 -0.053
C -1.506 0.176 -4.121 -0.020 0.059 -0.018
C 1.317 -0.269 2.743 0.098 -0.176 0.226
S 2.270 1.090 2.482 0.000 0.109 -0.175
C -0.729 -4.024 3.154 0.028 0.066 -0.014
C -1.488 -4.350 1.871 -0.026 -0.049 -0.047
C -1.715 -3.964 4.327 -0.050 -0.022 0.032
C 0.323 -5.109 3.415 0.010 -0.042 0.008
H 2.207 -1.108 5.973 0.004 0.003 0.011
H 2.005 0.549 5.348 -0.013 -0.006 0.001
H 3.329 -0.426 4.771 -0.011 -0.015 -0.022
H 0.863 -2.750 5.019 -0.005 -0.005 -0.003
H -4.805 1.561 -0.402 0.017 0.002 0.003
H -3.654 3.697 -1.069 -0.016 -0.022 0.026
H -1.906 3.587 -1.352 0.012 -0.027 0.003
H -2.503 3.991 0.245 0.005 0.000 0.000
H -4.849 -2.095 -1.556 -0.016 0.019 -0.002
H -5.679 -3.037 -0.316 0.008 -0.003 0.008
H -3.913 -2.909 -0.297 0.000 0.029 0.018
H -6.307 -0.079 -0.979 0.031 -0.016 -0.004
H -6.437 0.460 0.704 0.023 -0.008 0.012
H -7.104 -1.091 0.217 0.007 0.004 0.000
H -4.069 -2.074 2.136 0.016 -0.007 -0.015
H -5.831 -2.224 2.046 0.000 0.007 0.003
H -5.096 -0.688 2.523 0.004 -0.001 0.000
H 1.064 -2.939 -3.971 -0.005 -0.013 -0.001
H 3.051 -3.891 -3.136 0.030 -0.002 -0.004
H 3.302 -3.890 -1.369 -0.026 0.006 0.000
H 3.974 -2.597 -2.334 0.000 0.016 -0.009
H -2.410 -3.099 -3.436 0.016 0.001 0.001
H -3.330 -1.847 -4.283 -0.007 -0.006 0.005
H -2.883 -1.629 -2.579 0.012 0.011 -0.014
H -0.693 -2.977 -5.298 -0.008 -0.003 0.027
H 0.154 -1.460 -5.638 -0.003 0.017 0.021
H -1.542 -1.652 -6.078 0.001 0.004 0.009
H -1.841 0.613 -3.180 -0.010 -0.021 0.001
H -2.277 0.342 -4.877 0.005 0.017 0.002
H -0.602 0.701 -4.435 0.012 -0.023 0.003
H -2.213 -3.574 1.626 -0.013 0.016 0.021
H -2.011 -5.300 2.001 -0.004 0.009 -0.024
H -0.812 -4.439 1.020 0.020 -0.002 0.014
H -2.470 -3.193 4.166 0.003 0.003 -0.019
H -1.217 -3.755 5.275 0.025 0.009 -0.012
H -2.226 -4.924 4.430 0.005 0.002 -0.011
H 1.064 -5.135 2.614 -0.008 0.002 -0.010
H -0.158 -6.088 3.466 -0.011 0.012 -0.007
H 0.850 -4.954 4.358 0.000 0.021 0.001
C 5.773 4.565 2.896 -0.044 -0.009 -0.038
C 4.710 5.392 2.544 -0.018 0.026 0.029
C 3.906 5.115 1.452 0.036 -0.054 0.126
C 4.146 3.987 0.649 -0.103 -0.135 -0.263
C 5.222 3.160 1.024 -0.049 -0.051 0.071
C 6.012 3.436 2.130 -0.046 -0.011 0.003
N 3.353 3.577 -0.420 -0.102 0.542 0.028
C 2.660 4.478 -1.214 0.202 -0.120 0.013
C 2.987 5.836 -1.373 0.014 0.091 0.047
C 2.284 6.656 -2.241 0.028 -0.028 0.029
C 1.234 6.167 -3.008 0.034 -0.022 0.032
C 0.922 4.818 -2.897 0.007 0.016 0.009
C 1.615 3.997 -2.024 -0.125 0.025 -0.117
H 6.396 4.798 3.749 -0.001 0.003 0.007
H 4.497 6.270 3.142 -0.003 0.001 -0.004
H 3.066 5.758 1.228 0.000 0.011 0.004
H 5.485 2.287 0.424 0.087 0.110 -0.108
H 6.830 2.769 2.375 0.003 0.004 0.000
H 3.823 6.247 -0.824 0.004 0.006 -0.008
H 2.579 7.695 -2.327 -0.014 0.005 -0.014
H 0.696 6.813 -3.689 -0.013 -0.009 -0.005
H 0.136 4.391 -3.511 -0.004 0.004 0.001
H 1.344 2.946 -1.994 0.053 -0.010 0.060
Se 3.506 0.627 -3.197 0.302 -0.238 -0.309
C 5.051 0.143 -2.301 -0.515 0.214 -0.187
N 5.956 -0.089 -1.614 -0.012 0.033 0.113
```
Forces are in eV/Å.

HOMO-LUMO gap ... 0.1973 Ha
HOMO energy ... -6.269 eV
ΔE to the lowest compared entry with this formula, charge and spin ... 60.4 kJ/mol

Entry 2:
Molecular formula: C27H31BF5MnN6O3PS
Method: DFT, ωB97M-V with the def2-TZVPD basis set

The geometry in XYZ format:
```
76
Properties=species:S:1:pos:R:3:forces:R:3
Mn -0.019 -0.086 0.171 0.238 -2.713 1.444
O 0.931 0.452 1.798 0.583 2.218 2.088
C 0.961 1.660 2.341 -0.042 -1.988 -1.503
C 1.325 1.783 3.689 0.303 0.613 0.934
C 1.463 3.017 4.312 -0.121 -0.477 -0.395
C 1.236 4.193 3.588 -0.051 0.068 -0.140
C 0.865 4.090 2.254 -0.086 -0.035 -0.073
C 0.698 2.857 1.599 -0.068 0.437 0.345
C 0.307 2.864 0.198 -0.729 -1.607 -1.069
N -0.117 1.789 -0.410 0.787 2.464 -0.124
N -0.225 1.762 -1.793 -0.046 0.679 -0.390
C -0.663 0.607 -2.253 -1.085 -0.470 3.115
O -1.126 -0.380 -1.448 0.528 1.754 -3.699
C -0.618 0.470 -3.713 -0.241 -0.820 -0.749
C -0.873 -0.793 -4.240 -0.040 -0.262 -0.442
C -0.797 -1.041 -5.614 -0.088 -0.135 0.437
C -0.480 -0.020 -6.490 0.072 0.314 0.230
C -0.248 1.256 -5.973 -0.029 0.018 0.152
C -0.314 1.502 -4.605 -0.006 -0.009 -0.047
H 1.517 0.859 4.228 -0.048 0.096 -0.073
H 1.751 3.065 5.361 -0.033 -0.004 -0.118
H 1.340 5.166 4.059 -0.004 -0.083 -0.068
H 0.672 4.998 1.680 0.050 -0.113 0.085
H 0.372 3.773 -0.395 0.145 0.264 0.053
H -1.132 -1.588 -3.550 0.047 0.064 0.003
H -0.984 -2.042 -5.990 0.006 0.060 0.051
H -0.405 -0.208 -7.553 -0.016 0.029 -0.037
H -0.008 2.071 -6.646 0.014 0.008 0.006
H -0.131 2.492 -4.206 0.039 -0.052 -0.012
F -7.378 -0.708 -0.774 -0.336 -0.035 -0.211
C -6.177 -0.514 -0.203 -0.773 -0.134 -0.317
C -5.306 -1.547 -0.057 1.235 -0.513 0.408
F -5.643 -2.770 -0.505 -0.022 -0.180 -0.061
C -4.079 -1.333 0.567 -0.798 -0.956 -0.647
F -3.294 -2.414 0.684 0.121 -0.193 -0.007
C -3.671 -0.118 1.075 1.054 0.120 0.535
S -2.140 0.077 1.899 -0.649 0.237 0.039
C -4.590 0.896 0.893 -1.069 0.516 -0.363
F -4.343 2.131 1.340 0.092 0.212 0.089
C -5.826 0.711 0.271 0.892 0.939 0.622
F -6.683 1.741 0.146 -0.105 0.125 -0.013
C 2.041 -5.460 0.236 -0.016 0.142 -0.035
N 1.665 -4.208 0.857 1.102 -0.230 -0.185
C 2.789 -3.433 1.407 -0.346 -0.229 0.010
P 0.153 -3.614 0.967 -0.189 1.323 -0.134
O 0.041 -2.172 0.688 0.266 -0.351 0.089
N -0.785 -4.467 -0.056 -0.824 -0.602 -0.837
C -1.185 -3.864 -1.339 0.030 -0.247 0.257
C -1.669 -5.523 0.408 -0.007 0.058 -0.107
N -0.333 -3.955 2.480 -0.276 -0.297 1.213
C -1.457 -3.221 3.069 0.259 -0.100 -0.029
C 0.185 -5.056 3.267 -0.121 0.207 -0.016
H 2.709 -5.290 -0.614 0.041 0.026 -0.014
H 1.165 -5.998 -0.129 -0.004 0.111 0.049
H 2.571 -6.104 0.948 0.023 -0.034 0.058
H 3.519 -3.217 0.631 0.095 0.039 -0.174
H 3.281 -3.999 2.208 -0.011 -0.017 0.009
H 2.450 -2.478 1.804 -0.145 0.002 -0.068
H -0.686 -2.913 -1.498 0.091 0.075 0.117
H -2.260 -3.665 -1.329 -0.019 0.006 -0.001
H -0.953 -4.538 -2.167 -0.001 -0.092 -0.048
H -1.331 -5.947 1.355 0.036 0.093 -0.087
H -1.701 -6.336 -0.322 -0.003 -0.047 -0.079
H -2.694 -5.155 0.548 0.055 0.016 -0.022
H -1.704 -2.334 2.476 0.132 -0.182 0.085
H -1.177 -2.876 4.070 -0.026 -0.022 -0.014
H -2.345 -3.861 3.152 0.014 -0.027 0.003
H 0.930 -5.624 2.712 -0.037 0.062 -0.011
H -0.624 -5.738 3.559 -0.021 -0.047 0.010
H 0.657 -4.692 4.186 -0.013 0.025 0.065
B 4.762 -0.501 -1.138 -0.324 -0.111 0.167
C 3.155 -0.475 -0.921 1.173 -0.104 -0.351
N 2.011 -0.506 -0.816 -0.483 0.050 0.020
H 5.111 0.537 -1.679 -0.058 -0.085 0.055
H 5.294 -0.626 -0.037 -0.073 0.022 -0.149
H 5.018 -1.472 -1.848 -0.040 0.112 0.080
```
Forces are in eV/Å.

HOMO-LUMO gap (alpha / beta) ... 0.1821 / 0.2212 Ha
2S+1 ... 6
Net charge ... -2
HOMO energy (alpha / beta) ... -0.824 / -1.887 eV

Entry 3:
Molecular formula: C4H9NO3
Method: DFT, ωB97M-V with the def2-TZVPD basis set

The geometry in XYZ format:
```
17
Properties=species:S:1:pos:R:3:forces:R:3
O 0.216 2.170 -2.160 -0.044 -0.756 -0.051
C 0.146 1.128 -1.585 -0.029 0.334 0.305
C 1.068 0.878 -0.358 0.700 0.964 1.452
C 0.481 0.123 0.831 0.094 -0.033 0.676
C 0.982 -1.335 0.954 -1.084 -0.920 -1.874
N 0.097 -2.257 0.463 -0.802 -0.441 -0.464
O 2.073 -1.655 1.340 0.291 0.699 0.640
H -0.719 0.462 -1.781 0.021 -0.350 -0.174
H 1.957 0.266 -0.552 0.247 0.753 -1.175
H 1.259 1.961 -0.102 0.546 -1.337 -0.047
H 0.891 0.569 1.756 -0.292 0.362 -0.485
H -0.602 0.246 0.797 0.158 -0.464 0.598
H -0.654 -2.064 -0.181 -0.143 0.833 0.394
H 0.246 -3.254 0.437 0.904 0.058 0.496
H -2.951 0.425 0.544 -0.285 0.834 -0.185
H -2.243 1.620 -0.356 -1.175 0.275 0.637
O -2.247 0.715 -0.046 0.893 -0.810 -0.743
```
Forces are in eV/Å.

HOMO-LUMO gap (alpha / beta) ... 0.3022 / 0.1406 Ha
2S+1 ... 2
Net charge ... +1
HOMO energy (alpha / beta) ... -14.059 / -13.673 eV
ΔE to the lowest compared entry with this formula, charge and spin ... 177.0 kJ/mol

Entry 4:
Molecular formula: C6H13N
Method: DFT, ωB97M-V with the def2-TZVPD basis set

The geometry in XYZ format:
```
20
Properties=species:S:1:pos:R:3:forces:R:3
C -0.665 1.524 -0.568 0.736 2.777 0.355
C -0.952 2.982 -1.146 -1.209 -0.786 0.506
C -0.304 -2.190 -0.550 -0.121 -0.943 -1.514
C 1.542 -0.469 -0.226 1.378 -0.406 -2.405
C 0.055 -0.871 1.792 -0.980 0.239 -2.985
C 0.316 -1.072 0.215 -3.919 2.033 1.772
N -1.086 0.404 -0.832 0.277 -2.137 0.361
H 0.132 1.593 0.180 0.336 0.433 0.332
H 0.035 3.362 -1.460 -0.497 0.073 0.193
H -1.649 2.958 -2.031 0.704 -0.011 0.935
H -1.416 3.660 -0.323 0.945 -1.188 -1.371
H -0.550 -3.024 0.103 0.989 -0.620 0.195
H -1.372 -2.119 -0.970 1.675 1.072 0.274
H 0.432 -2.433 -1.423 -1.558 -0.093 1.530
H 1.796 0.420 0.296 0.392 0.544 1.041
H 1.383 -0.049 -1.275 0.704 -1.247 0.855
H 2.367 -1.253 -0.119 -0.676 1.197 -0.454
H 0.336 0.121 2.123 0.026 0.321 -0.273
H -0.994 -1.031 2.016 -0.157 -0.053 0.009
H 0.620 -1.542 2.369 0.956 -1.207 0.644
```
Forces are in eV/Å.

HOMO-LUMO gap (alpha / beta) ... 0.2862 / 0.3121 Ha
HOMO energy (alpha / beta) ... -7.326 / -7.799 eV
ΔE to the lowest compared entry with this formula, charge and spin ... 375.5 kJ/mol

Entry 5:
Molecular formula: CH6S4
Method: DFT, ωB97M-V with the def2-TZVPD basis set

The geometry in XYZ format:
```
11
Properties=species:S:1:pos:R:3:forces:R:3
C 0.349 1.866 0.943 -0.091 0.076 0.049
S -0.330 0.694 -0.260 0.233 0.060 0.043
S -2.109 1.573 -0.731 -0.101 -0.059 -0.013
H 0.279 2.880 0.554 0.003 -0.063 0.021
H 1.400 1.615 1.080 0.040 -0.065 -0.009
H -0.166 1.796 1.902 0.022 0.001 -0.099
H -2.865 0.981 0.206 -0.074 0.036 0.017
S 1.897 -2.682 -0.889 0.015 0.064 0.023
S -0.177 -2.975 -0.997 -0.068 0.000 -0.077
H 1.792 -1.877 0.179 0.005 -0.041 -0.012
H -0.070 -3.872 -1.988 0.016 -0.009 0.056
```
Forces are in eV/Å.

HOMO-LUMO gap ... 0.3200 Ha
HOMO energy ... -8.432 eV
SMILES ... CSS.SS
ΔE to the lowest compared entry with this formula, charge and spin ... 29.4 kJ/mol

Entry 6:
Molecular formula: C4H8O
Method: DFT, ωB97M-V with the def2-TZVPD basis set

The geometry in XYZ format:
```
13
Properties=species:S:1:pos:R:3:forces:R:3
C -0.792 0.510 1.212 -1.815 1.060 0.654
C 0.540 0.552 0.450 0.293 0.243 1.769
C 0.571 0.062 -0.968 0.118 -0.269 -1.134
C -0.158 -1.303 -1.111 -1.481 1.406 -6.603
H -1.666 1.344 0.980 2.532 -2.039 0.093
H -0.634 0.589 2.332 -0.048 -0.104 -1.329
H -1.208 -0.464 1.008 -0.771 -0.325 0.273
H 0.788 1.578 0.572 0.976 1.017 -0.607
H 1.323 0.017 1.029 -0.653 0.093 -0.078
H 1.644 -0.183 -1.284 -1.231 0.295 0.477
H 0.247 0.877 -1.668 -0.181 -1.182 0.351
H 0.152 -1.994 -0.347 -0.484 -0.972 0.431
O -0.807 -1.585 -2.204 2.745 0.777 5.705
```
Forces are in eV/Å.

HOMO-LUMO gap ... 0.3884 Ha
HOMO energy ... -9.916 eV
SMILES ... CCCC=O
ΔE to the lowest compared entry with this formula, charge and spin ... 147.4 kJ/mol

Entry 7:
Molecular formula: C4H30BO23
Method: DFT, ωB97M-V with the def2-TZVPD basis set

The geometry in XYZ format:
```
58
Properties=species:S:1:pos:R:3:forces:R:3
O 2.676 -1.652 -1.604 0.104 1.440 0.667
C 1.992 -0.740 -1.152 2.344 -4.095 -0.895
O 2.090 -0.163 -0.043 0.649 2.243 3.167
B 0.911 0.759 0.101 -0.249 0.151 0.246
O 0.118 0.486 -1.082 -1.452 2.226 3.118
C 0.766 -0.358 -1.731 -2.697 -1.790 -7.819
O 0.390 -0.729 -2.845 0.928 -0.054 1.421
O 1.232 2.202 0.108 0.758 -1.517 -2.114
C 0.764 2.669 1.183 2.541 8.020 0.939
O 0.860 3.872 1.511 -0.636 -2.502 -0.640
C 0.320 1.675 2.054 -3.629 -1.967 6.848
O 0.184 0.581 1.383 0.724 -1.548 -0.835
O -0.021 1.825 3.260 1.359 -0.284 -3.848
O -1.449 -1.443 -5.333 0.030 -0.129 -0.721
H -0.584 -1.501 -5.736 0.345 -0.143 -0.439
H -1.199 -1.381 -4.417 -0.440 0.190 0.857
O 0.022 6.090 0.022 0.457 -0.519 -0.762
H 0.544 5.660 -0.696 -0.583 0.527 0.897
H 0.165 5.500 0.783 0.147 0.168 -0.276
O 0.825 -1.435 3.803 0.418 -0.342 -2.013
H 0.882 -1.376 4.728 -0.037 0.253 1.815
H 0.118 -0.855 3.512 -0.503 0.267 0.350
O -2.488 -1.959 -2.624 -1.299 -1.886 -0.196
H -2.661 -2.944 -2.630 0.379 1.705 -0.058
H -1.613 -1.908 -2.264 0.913 -0.015 0.419
O 1.618 -2.388 -5.002 -3.674 3.017 0.853
H 1.654 -1.979 -4.100 -1.390 0.256 -0.878
H 2.392 -2.798 -4.855 4.397 -3.294 -0.169
O -0.995 0.674 5.658 -0.635 0.359 0.501
H -0.416 1.007 4.963 -0.057 0.157 -0.198
H -1.698 1.349 5.726 0.678 -0.408 -0.006
O -2.384 -1.240 0.653 0.180 1.291 -1.752
H -2.164 -0.956 1.530 0.170 -0.016 1.131
H -2.583 -2.153 0.621 -0.372 -1.386 0.147
O -0.049 -3.631 -1.663 -1.329 0.914 1.076
H 0.735 -3.548 -1.126 0.648 -0.163 0.758
H 0.279 -4.052 -2.421 0.520 -0.869 -1.915
O -2.056 4.839 1.691 -0.075 -0.687 -0.080
H -1.750 4.233 0.995 -0.164 0.476 0.308
H -2.198 5.677 1.248 0.115 0.183 -0.189
O 0.221 -2.332 1.137 2.492 -0.783 1.492
H 0.656 -1.770 1.822 -0.821 -0.581 -0.702
H -0.485 -1.885 0.730 -1.705 1.260 -0.713
O 3.836 -3.153 -3.598 -0.361 1.547 1.273
H 3.483 -2.537 -2.863 0.640 -1.500 -1.295
H 4.126 -2.502 -4.249 0.343 -0.170 0.012
O -1.876 0.922 -3.355 -0.559 -0.536 -0.301
H -2.054 1.839 -3.497 -0.079 0.843 -0.065
H -1.114 0.864 -2.790 0.368 -0.012 0.247
O 2.213 -3.868 0.068 -0.487 -0.642 0.544
H 1.608 -3.376 0.646 -0.373 -0.325 0.168
H 2.726 -3.154 -0.270 1.048 0.688 -0.682
O -0.820 4.787 4.366 -2.191 0.190 0.921
H 0.089 4.775 4.227 2.522 -0.141 -0.293
H -1.178 4.652 3.491 -0.385 -0.015 -0.614
O -1.870 -0.456 3.158 0.087 -0.126 -0.297
H -2.456 -1.114 3.535 -0.146 -0.027 0.355
H -2.306 0.396 3.242 0.024 0.102 0.235
```
Forces are in eV/Å.

HOMO-LUMO gap ... 0.3169 Ha
Net charge ... -1
HOMO energy ... -7.441 eV
ΔE to the lowest compared entry with this formula, charge and spin ... 287.9 kJ/mol